No. 1
Density functional theory data (ωB97M-V/def2-TZVPD) for a molecular structure, C36H28BaCl4N6O2S3 in a non-equilibrium geometry.

Calculated values
**Total charge**: -2
**HOMO**: -1.7 eV
**Energy relative to the best compared isomer or geometry (same formula, charge and spin)**: 16.40 kcal per mole

Each line ends with the Mulliken charge.
Geometry (Å):
Ba: -10.294 -1.348 18.516  1.428
C: -6.664 -3.363 21.519  -0.794
C: -7.616 -2.655 20.813  -0.099
N: -8.138 -3.054 19.659  0.419
C: -7.626 -4.106 19.001  -0.242
C: -6.569 -4.867 19.611  1.155
C: -6.100 -4.459 20.869  -0.490
C: -6.069 -6.008 18.922  -1.284
C: -6.509 -6.194 17.629  -0.414
C: -7.555 -5.501 17.010  -0.709
C: -8.254 -4.527 17.714  -0.012
N: -9.472 -3.922 17.383  -0.207
C: -9.888 -3.782 16.104  0.584
C: -9.012 -3.759 14.990  -0.648
C: -9.503 -3.576 13.664  -1.196
C: -10.824 -3.407 13.434  -0.784
C: -11.753 -3.410 14.487  0.776
C: -13.145 -3.192 14.327  -0.684
C: -14.028 -3.260 15.410  -0.609
C: -13.422 -3.401 16.683  -0.834
N: -12.131 -3.512 16.883  -0.325
C: -11.318 -3.511 15.832  0.622
H: -6.239 -2.953 22.478  0.287
H: -8.028 -1.725 21.259  0.229
H: -5.280 -4.998 21.279  0.383
H: -5.192 -6.455 19.362  0.269
H: -6.058 -7.030 17.070  0.303
H: -7.843 -5.747 15.982  0.464
H: -7.975 -3.817 15.173  0.837
H: -8.789 -3.553 12.897  0.430
H: -11.294 -3.236 12.456  0.268
H: -13.562 -2.925 13.382  0.396
H: -15.100 -3.269 15.317  0.426
H: -14.062 -3.479 17.537  0.705
Cl: -6.361 2.293 13.364  -0.262
C: -6.753 1.605 14.980  0.388
C: -5.777 1.092 15.839  -0.105
Cl: -4.020 1.225 15.392  -0.246
C: -6.255 0.421 17.023  0.392
Cl: -5.004 -0.269 18.179  -0.281
C: -7.581 0.329 17.423  -0.304
O: -7.977 -0.251 18.508  -0.735
C: -8.575 0.884 16.497  0.065
O: -9.827 0.655 16.833  -0.620
C: -8.167 1.409 15.268  -0.046
Cl: -9.404 1.751 14.005  -0.254
S: -11.849 -0.950 21.751  -0.389
C: -10.998 0.520 21.597  0.042
N: -10.311 0.855 20.560  0.527
C: -9.761 2.089 20.690  -1.435
C: -8.965 2.642 19.713  0.172
C: -8.529 3.960 19.838  -0.631
C: -8.787 4.684 21.018  -0.565
C: -9.581 4.133 22.010  -0.370
C: -10.073 2.844 21.853  0.837
S: -11.037 1.807 22.810  -0.408
H: -8.602 2.008 18.920  0.473
H: -7.861 4.432 19.124  0.425
H: -8.626 5.761 21.053  0.288
H: -9.872 4.699 22.881  0.359
C: -13.122 2.679 20.213  -1.273
N: -13.384 1.663 19.157  0.327
C: -12.515 1.826 17.990  -1.343
C: -14.266 0.660 19.335  0.209
S: -14.261 -0.666 18.275  -0.247
N: -15.318 0.828 20.249  0.320
C: -16.027 -0.345 20.670  -0.984
C: -16.113 1.997 20.086  -1.039
H: -12.024 2.923 20.268  0.279
H: -13.431 2.286 21.179  0.440
H: -13.652 3.618 20.000  0.399
H: -12.494 2.871 17.689  0.259
H: -12.937 1.206 17.190  0.451
H: -11.503 1.486 18.211  0.358
H: -15.412 -1.113 21.028  0.301
H: -16.677 -0.786 19.919  0.330
H: -16.674 0.048 21.490  0.293
H: -15.445 2.763 19.772  0.362
H: -16.499 2.270 21.098  0.349
H: -17.035 1.841 19.408  0.244

No. 2
Density functional theory data (ωB97M-V/def2-TZVPD) for a molecular structure, C36H28Cl2FMnN8O5S.

Calculated values
**Total charge**: -1
**2S+1**: 2
**HOMO (alpha / beta)**: -4.1 / -3.8 eV
**Energy relative to the best compared isomer or geometry (same formula, charge and spin)**: 0.00 kcal per mole

Each line ends with the Mulliken charge.
Geometry (Å):
Mn: -1.362 0.257 0.859  0.512
Cl: 3.838 4.311 -0.712  -0.243
C: 2.311 3.482 -0.797  0.186
C: 1.703 3.086 0.392  -0.751
C: 0.513 2.368 0.357  -0.228
N: -0.194 1.854 1.438  0.395
C: 0.127 2.117 2.701  0.323
O: 1.028 2.831 3.159  -0.865
C: -0.807 1.417 3.663  0.580
C: -0.589 1.547 5.030  -0.680
C: -1.440 0.909 5.909  -0.434
C: -2.486 0.158 5.391  -1.101
C: -2.621 0.077 4.018  -0.060
N: -1.810 0.694 3.162  -0.012
C: -0.082 2.087 -0.910  -0.662
C: 0.515 2.521 -2.081  -0.857
C: 1.726 3.208 -2.018  0.247
Cl: 2.489 3.696 -3.510  -0.225
N: -1.245 1.334 -0.806  0.704
C: -2.232 1.342 -1.696  0.400
O: -2.237 1.744 -2.865  -0.866
C: -3.500 0.814 -1.061  0.406
C: -4.621 0.591 -1.844  -0.769
C: -5.771 0.110 -1.249  -0.384
C: -5.768 -0.115 0.117  -0.867
C: -4.610 0.153 0.829  0.002
N: -3.494 0.608 0.268  -0.104
H: 2.166 3.312 1.338  0.699
H: 0.253 2.146 5.351  0.480
H: -1.294 0.987 6.980  0.425
H: -3.179 -0.367 6.036  0.388
H: -3.397 -0.539 3.580  0.499
H: 0.039 2.324 -3.029  0.946
H: -4.546 0.792 -2.904  0.478
H: -6.658 -0.091 -1.838  0.409
H: -6.641 -0.495 0.630  0.422
H: -4.573 0.000 1.900  0.128
C: 0.909 0.636 -5.310  -0.979
C: 1.580 -0.672 -4.905  -0.283
C: 3.044 -0.752 -5.319  -1.122
C: 3.865 0.301 -4.586  -1.210
C: 3.610 0.248 -3.104  0.758
C: 4.523 0.772 -2.214  -0.419
C: 4.265 0.753 -0.850  -0.111
F: 5.193 1.279 -0.021  -0.450
C: 3.108 0.242 -0.336  -0.390
C: 2.172 -0.308 -1.218  0.170
C: 0.882 -0.755 -0.693  1.200
O: 0.593 -0.542 0.495  -0.781
C: 0.016 -1.401 -1.634  -0.021
C: 0.353 -1.413 -2.947  -0.269
N: 1.479 -0.868 -3.453  0.240
C: 2.423 -0.315 -2.599  0.016
C: -1.281 -2.054 -1.219  -0.134
O: -1.612 -3.105 -1.778  -0.796
O: -1.973 -1.431 -0.347  -0.416
H: 0.996 0.792 -6.388  0.453
H: 1.366 1.483 -4.798  0.009
H: -0.150 0.622 -5.041  0.310
H: 1.040 -1.506 -5.357  0.532
H: 3.117 -0.619 -6.400  0.463
H: 3.423 -1.750 -5.080  0.351
H: 3.614 1.300 -4.955  0.259
H: 4.929 0.154 -4.780  0.500
H: 5.442 1.224 -2.568  0.428
H: 2.878 0.284 0.722  0.631
H: -0.313 -1.877 -3.664  0.441
C: 1.437 -1.903 5.614  -1.034
C: 1.276 -3.136 4.732  -0.414
C: 0.168 -2.975 3.736  0.116
N: -0.229 -1.845 3.280  -0.147
N: -1.224 -1.927 2.351  0.457
C: -1.599 -3.150 2.110  -0.102
N: -2.627 -3.479 1.275  -0.478
S: -0.703 -4.323 3.044  -0.315
H: 2.279 -2.031 6.297  0.402
H: 0.533 -1.727 6.200  0.258
H: 1.607 -1.016 5.004  0.180
H: 1.088 -4.024 5.339  0.357
H: 2.205 -3.326 4.186  0.270
H: -2.718 -2.744 0.553  0.229
H: -2.534 -4.385 0.839  0.321

No. 3
Density functional theory data (ωB97M-V/def2-TZVPD) for a molecular structure, C36H28Co2O9P in a non-equilibrium geometry.

Calculated values
**Total charge**: -1
**HOMO**: -2.6 eV
**Energy relative to the best compared isomer or geometry (same formula, charge and spin)**: 110.79 kcal per mole

Each line ends with the Mulliken charge.
Geometry (Å):
C: 5.866 3.110 -3.107  -0.788
O: 4.454 3.442 -3.160  -0.429
C: 3.597 2.854 -2.271  0.535
C: 2.209 2.950 -2.558  -0.768
C: 1.298 2.158 -1.866  -0.100
C: 1.707 1.326 -0.795  -0.474
P: 0.592 0.045 0.034  1.765
C: -0.882 0.342 -1.097  0.135
C: -1.303 -0.486 -2.165  -0.622
C: -2.441 -0.189 -2.905  -0.802
C: -3.155 1.001 -2.638  0.547
O: -4.167 1.345 -3.483  -0.470
C: -4.708 2.678 -3.327  -0.790
C: -2.787 1.802 -1.526  -1.087
C: -1.573 1.548 -0.888  -0.576
C: 1.202 -1.464 -0.892  -0.443
C: 0.463 -2.652 -0.668  -0.012
C: 0.750 -3.829 -1.361  -0.814
C: 1.729 -3.800 -2.396  0.687
O: 1.905 -4.840 -3.261  -0.460
C: 1.001 -5.974 -3.198  -0.797
C: 2.534 -2.641 -2.550  -0.899
C: 2.242 -1.492 -1.837  -0.429
C: 3.055 1.402 -0.385  -0.320
C: 3.993 2.154 -1.096  -0.576
H: 6.246 3.527 -4.043  0.255
H: 6.353 3.617 -2.258  0.300
H: 6.037 2.019 -3.069  0.336
H: 1.870 3.585 -3.387  0.431
H: 0.261 2.155 -2.231  0.299
H: -0.733 -1.370 -2.450  0.232
H: -2.765 -0.831 -3.723  0.424
H: -5.263 2.829 -4.248  0.245
H: -5.388 2.718 -2.464  0.311
H: -3.915 3.433 -3.229  0.351
H: -3.400 2.631 -1.171  0.475
H: -1.125 2.362 -0.299  0.921
H: -0.418 -2.629 -0.005  0.517
H: 0.201 -4.755 -1.099  0.371
H: 1.269 -6.549 -4.082  0.242
H: 1.191 -6.560 -2.292  0.307
H: -0.042 -5.647 -3.249  0.346
H: 3.311 -2.654 -3.304  0.434
H: 2.806 -0.590 -2.049  0.356
H: 3.382 0.764 0.438  0.306
H: 5.020 2.216 -0.729  0.351
O: -4.159 4.132 4.072  -0.518
C: -3.493 3.158 3.998  0.357
Co: -3.006 1.479 4.470  -0.479
C: -3.611 1.221 6.113  0.046
O: -4.114 1.021 7.137  -0.453
C: -4.276 0.935 3.368  0.178
O: -5.135 0.654 2.651  -0.424
C: -1.101 1.113 3.952  -0.751
C: -0.783 0.566 2.695  -0.366
C: 0.412 -0.174 2.142  1.390
C: 0.630 -1.539 2.818  0.084
C: -0.014 -2.008 3.991  -0.428
C: 0.040 -3.363 4.355  -0.598
C: 0.680 -4.293 3.506  -0.557
C: 1.425 -3.819 2.426  -0.556
C: 1.516 -2.446 2.211  -0.326
Co: -1.536 2.221 2.571  0.636
C: -2.704 3.360 1.821  0.103
O: -3.508 4.128 1.495  -0.443
C: -2.055 0.620 1.942  0.612
O: -2.649 -0.227 1.333  -0.659
C: -0.257 3.420 2.687  -0.533
O: 0.616 4.185 2.580  -0.465
H: -0.440 1.126 4.821  0.710
H: 1.333 0.447 2.326  0.526
H: -0.544 -1.305 4.659  0.358
H: -0.432 -3.708 5.289  0.399
H: 0.552 -5.362 3.684  0.365
H: 1.916 -4.524 1.750  0.408
H: 2.215 -2.077 1.483  0.562

No. 4
Density functional theory data (ωB97M-V/def2-TZVPD) for a molecular structure, C36H28IrN7O2P in a non-equilibrium geometry.

Calculated values
**Total charge**: +1
**2S+1**: 5
**HOMO (alpha / beta)**: -9.3 / -10.8 eV
**Energy relative to the best compared isomer or geometry (same formula, charge and spin)**: 11.82 kcal per mole

Each line ends with the Mulliken charge.
Geometry (Å):
Ir: 0.983 -1.931 -0.865  1.787
N: 1.282 -1.132 1.221  -0.552
C: 2.769 -0.989 1.466  0.225
C: 3.272 -1.019 2.714  -0.454
C: 4.596 -0.679 2.938  -0.671
C: 5.454 -0.417 1.875  -0.778
C: 4.954 -0.437 0.566  -0.401
C: 3.596 -0.707 0.362  -0.415
P: 2.878 -0.742 -1.290  1.185
C: 4.163 -1.491 -2.306  0.448
C: 4.390 -2.839 -2.092  -0.764
C: 5.324 -3.522 -2.828  -0.542
C: 5.885 -2.982 -3.982  -0.451
C: 5.598 -1.641 -4.236  -0.461
C: 4.722 -0.901 -3.431  -0.404
C: 2.515 0.946 -1.859  0.577
C: 2.933 2.060 -1.123  -0.601
C: 2.614 3.331 -1.621  -0.654
C: 1.866 3.498 -2.795  -0.582
C: 1.389 2.390 -3.503  -0.719
C: 1.744 1.104 -3.024  -0.275
H: 0.722 -1.534 1.995  0.374
H: 0.879 -0.204 1.138  0.395
H: 2.585 -1.317 3.519  0.375
H: 4.856 -0.684 3.978  0.432
H: 6.505 -0.310 2.049  0.456
H: 5.612 -0.196 -0.282  0.446
H: 3.975 -3.382 -1.293  0.406
H: 5.552 -4.587 -2.539  0.331
H: 6.630 -3.542 -4.606  0.377
H: 6.037 -1.152 -5.090  0.420
H: 4.523 0.108 -3.793  0.354
H: 3.494 1.854 -0.193  0.398
H: 2.955 4.196 -1.099  0.470
H: 1.624 4.522 -3.049  0.392
H: 0.774 2.610 -4.402  0.418
H: 1.354 0.213 -3.579  0.196
C: -5.985 4.051 6.200  -0.793
O: -6.522 4.035 4.869  -0.397
C: -6.143 3.124 3.974  1.007
C: -6.858 3.127 2.765  -0.757
C: -6.686 2.092 1.875  -0.150
C: -5.765 1.008 2.073  0.127
C: -5.211 0.996 3.386  -0.621
C: -5.353 2.055 4.314  -0.420
N: -5.865 0.021 1.137  -0.829
N: -5.248 -1.182 1.233  -0.209
C: -4.090 -1.482 0.792  -0.280
C: -3.852 -2.912 0.973  -0.169
C: -2.621 -3.484 0.705  -1.376
C: -1.666 -2.567 0.210  1.279
O: -0.501 -3.154 -0.170  -0.839
C: -1.830 -1.285 -0.195  0.270
N: -0.815 -0.602 -0.799  -0.686
C: -1.076 0.652 -1.033  0.263
C: -2.265 1.311 -0.714  -1.346
C: -3.237 0.581 0.015  -0.075
C: -3.108 -0.703 0.133  0.389
H: -6.561 4.783 6.766  0.226
H: -4.917 4.240 6.155  0.340
H: -6.154 3.036 6.626  0.333
H: -7.616 3.835 2.569  0.444
H: -7.184 2.105 0.937  0.429
H: -4.590 0.181 3.689  0.404
H: -4.814 2.027 5.292  0.321
H: -4.778 -3.372 1.267  0.521
H: -2.295 -4.487 0.773  0.609
H: -0.308 1.263 -1.474  0.232
H: -2.282 2.373 -0.818  0.467
H: -4.093 1.024 0.408  0.680
N: 2.751 -0.928 -5.943  -0.496
C: 2.329 -1.891 -5.469  0.579
N: 1.803 -3.022 -4.974  -0.653
C: 1.419 -2.782 -3.776  0.842
N: 0.991 -2.561 -2.715  -0.406